# 1
ORCA calculation (wB97M-V/def2-TZVPD) on a 2-piece molecular cluster, C11H14OSi overall at a distorted geometry.

Summary:
energy above the lowest of the compared OMol25 structures with the same formula, charge and spin	550.13	kJ/mol
gap between HOMO and LUMO (spin up / spin down)	6.46 / 7.83	eV
E	-792.0638	Eh
LUMO level (spin up / spin down)	-0.45 / 0.81	eV
HOMO energy (spin up / spin down)	-6.9073 / -7.0120	eV

Each atom is followed by the atoms it is bonded to, with distances in Å.
Geometry (Å):
1 C -2.0812 3.0328 -1.8829  C2 1.203, C9 1.474
2 C -2.6167 3.6876 -1.0271  C1 1.203, H25 1.114
3 C 3.4146 -2.8594 -0.4343  C4 1.424, C5 1.420, H14 1.012
4 C 3.7700 -1.8778 0.5341  C3 1.424, C6 1.398, H15 1.032
5 C 2.0945 -3.0224 -0.9315  C3 1.420, C7 1.385, H16 1.014
6 C 2.8834 -0.8438 0.8485  C4 1.398, C8 1.376, H17 1.054
7 C 1.1974 -2.0980 -0.4220  C5 1.385, C8 1.392, H18 1.066
8 C 1.5975 -1.0547 0.4078  C6 1.376, C7 1.392, Si13 1.833
9 C -1.5408 2.2172 -2.9848  C1 1.474, H19 1.076, H20 1.107, H21 1.057
10 C -2.5139 0.7851 2.4449  C11 1.530, H22 1.155, H23 1.186, H24 1.117
11 C -2.2861 0.2273 1.0385  C10 1.530, O12 1.277, H26 1.113
12 O -1.1301 -0.1737 0.6717  C11 1.277, Si13 1.574
13 Si 0.3597 0.1121 1.0918  C8 1.833, O12 1.574, H27 1.576
14 H 4.2197 -3.3431 -0.8106  C3 1.012
15 H 4.7727 -1.9560 0.7634  C4 1.032
16 H 1.9594 -3.7586 -1.6152  C5 1.014
17 H 3.0137 0.0316 1.4212  C6 1.054
18 H 0.2118 -2.1601 -0.8229  C7 1.066
19 H -2.0279 2.2988 -3.9406  C9 1.076
20 H -0.4709 2.4840 -3.0839  C9 1.107
21 H -1.6095 1.2283 -2.6177  C9 1.057
22 H -3.2066 1.7008 2.3174  C10 1.155
23 H -3.1315 0.0659 3.1574  C10 1.186
24 H -1.5091 1.0234 2.8703  C10 1.117
25 H -2.7908 3.9020 0.0523  C2 1.114
26 H -3.1049 0.3853 0.3017  C11 1.113
27 H 0.5257 -0.0344 2.6525  Si13 1.576



# 2
ORCA calculation (wB97M-V/def2-TZVPD) on the molecule C3H4N2O at a distorted geometry.

Summary:
energy above the lowest of the compared OMol25 structures with the same formula, charge and spin	297.24	kJ/mol
gap between HOMO and LUMO	8.85	eV
E	-301.3740	Eh
LUMO level	0.02	eV
HOMO energy	-8.8303	eV

Each atom is followed by the atoms it is bonded to, with distances in Å.
Geometry (Å):
1 N 1.9994 0.0550 -0.3549  C2 1.361, H7 1.012, H8 1.006
2 C 0.6865 -0.1925 -0.0974  N1 1.361, N3 1.362, O6 1.272
3 N -0.0795 0.9338 -0.0670  C2 1.362, C4 1.317
4 C -1.3095 0.5665 0.2289  N3 1.317, C5 1.359, H9 1.091
5 C -1.7349 -0.6792 0.5663  C4 1.359, H10 1.103
6 O 0.1617 -1.3342 0.1032  C2 1.272
7 H 2.2595 1.0318 -0.4008  N1 1.012
8 H 2.7366 -0.6297 -0.3317  N1 1.006
9 H -2.1007 1.3138 0.3112  C4 1.091
10 H -2.5995 -1.1208 0.0435  C5 1.103



# 3
ORCA calculation (wB97M-V/def2-TZVPD) on a 11-piece molecular cluster, C21H67N17O11 overall at a distorted geometry.

Summary:
energy above the lowest of the compared OMol25 structures with the same formula, charge and spin	0.00	kJ/mol
gap between HOMO and LUMO	9.00	eV
E	-2599.1073	Eh
LUMO level	0.05	eV
SMILES string	COC[C@H](C)N.COC[C@H](C)N.COC[C@H](C)N.NC(N)=O.NC(N)=O.NC(N)=O.NC(N)=O.NC(N)=O.NC(N)=O.NC(N)=O.CCO
HOMO energy	-8.9536	eV

Each atom is followed by the atoms it is bonded to, with distances in Å.
Geometry (Å):
1 C 8.6229 9.1588 -6.5175  C2 1.512, H7 1.094, H8 1.097, H9 1.092
2 C 7.5998 9.7151 -5.5536  C1 1.512, C3 1.519, N6 1.497, H10 1.097
3 C 6.3856 8.8279 -5.3381  C2 1.519, O4 1.395, H11 1.102, H12 1.101
4 O 5.8434 8.5514 -6.5928  C3 1.395, C5 1.413
5 C 4.6860 7.7403 -6.5935  O4 1.413, H13 1.098, H14 1.095, H15 1.085
6 N 8.3144 9.9946 -4.2677  C2 1.497, H16 1.023, H17 1.026
7 H 9.0613 8.2070 -6.2041  C1 1.094
8 H 9.4854 9.8261 -6.6359  C1 1.097
9 H 8.3029 9.0353 -7.5540  C1 1.092
10 H 7.2923 10.6883 -5.9556  C2 1.097
11 H 5.6776 9.3912 -4.7084  C3 1.102
12 H 6.7139 7.9428 -4.7724  C3 1.101
13 H 3.9229 8.0830 -5.8816  C5 1.098
14 H 4.9446 6.7254 -6.2731  C5 1.095
15 H 4.2925 7.8113 -7.6019  C5 1.085
16 H 8.8527 10.8539 -4.4021  N6 1.023
17 H 7.5889 10.3543 -3.6384  N6 1.026
18 C 17.0687 7.9815 -1.7457  C19 1.503, H24 1.091, H25 1.092, H26 1.098
19 C 16.0422 6.9572 -1.3491  C18 1.503, C20 1.510, N23 1.473, H27 1.098
20 C 14.7019 7.5961 -1.0746  C19 1.510, O21 1.399, H28 1.107, H29 1.102
21 O 13.7792 6.6168 -0.6909  C20 1.399, C22 1.405
22 C 12.4540 7.0751 -0.6045  O21 1.405, H30 1.084, H31 1.098, H32 1.101
23 N 15.8275 5.9172 -2.3693  C19 1.473, H33 1.010, H34 1.019
24 H 17.2770 8.6566 -0.9139  C18 1.091
25 H 16.8803 8.5253 -2.6742  C18 1.092
26 H 18.0343 7.5133 -1.9780  C18 1.098
27 H 16.3066 6.4284 -0.4234  C19 1.098
28 H 14.3578 8.1697 -1.9562  C20 1.107
29 H 14.7271 8.4289 -0.3526  C20 1.102
30 H 11.8096 6.2067 -0.5367  C22 1.084
31 H 12.1120 7.7167 -1.4269  C22 1.098
32 H 12.2990 7.7322 0.2654  C22 1.101
33 H 16.5610 5.2270 -2.4509  N23 1.010
34 H 14.9877 5.4264 -2.0658  N23 1.019
35 C 8.8361 12.8131 -1.5532  C36 1.533, H41 1.089, H42 1.090, H43 1.094
36 C 8.9294 14.3100 -1.8687  C35 1.533, C37 1.514, N40 1.471, H44 1.093
37 C 8.8297 15.1567 -0.6175  C36 1.514, O38 1.426, H45 1.102, H46 1.096
38 O 7.5322 14.9852 -0.0526  C37 1.426, C39 1.392
39 C 7.3325 15.8414 1.0265  O38 1.392, H47 1.103, H48 1.098, H49 1.086
40 N 10.2039 14.6163 -2.5358  C36 1.471, H50 1.018, H51 1.029
41 H 9.6213 12.4975 -0.8677  C35 1.089
42 H 8.9135 12.2688 -2.4945  C35 1.090
43 H 7.8812 12.6148 -1.0571  C35 1.094
44 H 8.1074 14.6450 -2.5062  C36 1.093
45 H 8.8423 16.2181 -0.9124  C37 1.102
46 H 9.6587 14.9982 0.0823  C37 1.096
47 H 7.5090 16.8970 0.7588  C39 1.103
48 H 8.0372 15.6936 1.8558  C39 1.098
49 H 6.3068 15.7392 1.3691  C39 1.086
50 H 10.1989 14.1974 -3.4638  N40 1.018
51 H 10.9527 14.0385 -2.1302  N40 1.029
52 C 16.6562 12.0155 -0.3117  C53 1.523, H55 1.096, H56 1.087, H57 1.094
53 C 15.7630 11.1645 0.5812  C52 1.523, O54 1.416, H58 1.099, H59 1.091
54 O 14.7856 11.9112 1.2827  C53 1.416, H60 0.968
55 H 17.1062 11.3172 -1.0260  C52 1.096
56 H 17.4071 12.6055 0.2084  C52 1.087
57 H 16.0925 12.7305 -0.9173  C52 1.094
58 H 16.4136 10.7249 1.3495  C53 1.099
59 H 15.3173 10.3339 0.0328  C53 1.091
60 H 14.9812 12.8549 1.1972  O54 0.968
61 C 14.2188 15.4729 -0.3521  O62 1.225, N63 1.376, N64 1.365
62 O 14.8776 14.7780 0.4120  C61 1.225
63 N 14.4921 16.8155 -0.4849  C61 1.376, H65 1.001, H66 1.000
64 N 13.0969 15.0428 -1.0008  C61 1.365, H67 1.003, H68 1.016
65 H 13.8637 17.3751 -1.0270  N63 1.001
66 H 15.3183 17.1684 -0.0448  N63 1.000
67 H 12.7098 15.6360 -1.7115  N64 1.003
68 H 12.9594 14.0474 -1.1513  N64 1.016
69 C 9.0364 13.0952 -6.2539  O70 1.236, N71 1.376, N72 1.365
70 O 9.6814 12.5960 -5.3259  C69 1.236
71 N 9.5847 13.4490 -7.4655  C69 1.376, H73 1.004, H74 1.025
72 N 7.7044 13.3598 -6.1165  C69 1.365, H75 1.003, H76 1.003
73 H 8.8839 13.5838 -8.1723  N71 1.004
74 H 10.5003 13.0360 -7.6682  N71 1.025
75 H 7.1865 13.8542 -6.8186  N72 1.003
76 H 7.2332 13.1323 -5.2613  N72 1.003
77 C 14.2135 14.4966 -5.7133  O78 1.228, N79 1.381, N80 1.359
78 O 14.8409 13.4606 -5.9175  C77 1.228
79 N 14.8688 15.7060 -5.5958  C77 1.381, H81 1.003, H82 1.003
80 N 12.8579 14.5698 -5.6459  C77 1.359, H83 1.005, H84 1.007
81 H 15.8708 15.6942 -5.5535  N79 1.003
82 H 14.3893 16.4642 -5.1482  N79 1.003
83 H 12.3716 15.4188 -5.4164  N80 1.005
84 H 12.2904 13.7457 -5.7607  N80 1.007
85 C 13.6300 7.7518 -5.2858  O86 1.239, N87 1.360, N88 1.369
86 O 13.7414 8.8931 -4.8154  C85 1.239
87 N 14.0222 6.6340 -4.6184  C85 1.360, H89 1.004, H90 1.019
88 N 12.9172 7.4826 -6.4235  C85 1.369, H91 1.001, H92 1.018
89 H 13.9024 5.7533 -5.0853  N87 1.004
90 H 14.6443 6.6465 -3.8113  N87 1.019
91 H 12.8365 6.5451 -6.7647  N88 1.001
92 H 12.4815 8.2587 -6.9166  N88 1.018
93 C 12.4080 11.4797 -2.6277  O94 1.240, N95 1.365, N96 1.357
94 O 12.2176 12.5020 -1.9525  C93 1.240
95 N 11.6766 11.1628 -3.7362  C93 1.365, H97 1.006, H98 1.003
96 N 13.4291 10.6158 -2.3977  C93 1.357, H99 1.009, H100 1.003
97 H 11.8774 10.2902 -4.1946  N95 1.006
98 H 10.8790 11.7085 -4.0027  N95 1.003
99 H 13.5712 9.8392 -3.0260  N96 1.009
100 H 14.0610 10.8417 -1.6528  N96 1.003
101 C 9.9544 6.7706 -3.0971  O102 1.228, N103 1.370, N104 1.362
102 O 10.3138 5.7223 -2.5679  C101 1.228
103 N 10.7206 7.4505 -4.0063  C101 1.370, H105 1.006, H106 1.002
104 N 8.7882 7.4200 -2.8275  C101 1.362, H107 1.001, H108 1.021
105 H 10.4656 8.3531 -4.3701  N103 1.006
106 H 11.6122 7.1297 -4.3324  N103 1.002
107 H 8.1092 7.0987 -2.1653  N104 1.001
108 H 8.4891 8.1556 -3.4688  N104 1.021
109 C 12.2678 10.8842 -7.8290  O110 1.231, N111 1.397, N112 1.338
110 O 11.8092 9.7424 -7.8692  C109 1.231
111 N 11.8736 11.8503 -8.7583  C109 1.397, H113 1.002, H114 1.008
112 N 13.1961 11.3070 -6.9626  C109 1.338, H115 1.009, H116 1.012
113 H 11.2834 11.6282 -9.5372  N111 1.002
114 H 12.5466 12.5929 -8.8638  N111 1.008
115 H 13.6433 12.2107 -7.0035  N112 1.009
116 H 13.4349 10.7022 -6.1875  N112 1.012



What did the first record say?
ORCA calculation (wB97M-V/def2-TZVPD) on a 2-piece molecular cluster, C11H14OSi overall at a distorted geometry.

Summary:
energy above the lowest of the compared OMol25 structures with the same formula, charge and spin	550.13	kJ/mol
gap between HOMO and LUMO (spin up / spin down)	6.46 / 7.83	eV
E	-792.0638	Eh
LUMO level (spin up / spin down)	-0.45 / 0.81	eV
HOMO energy (spin up / spin down)	-6.9073 / -7.0120	eV

Each atom is followed by the atoms it is bonded to, with distances in Å.
Geometry (Å):
1 C -2.0812 3.0328 -1.8829  C2 1.203, C9 1.474
2 C -2.6167 3.6876 -1.0271  C1 1.203, H25 1.114
3 C 3.4146 -2.8594 -0.4343  C4 1.424, C5 1.420, H14 1.012
4 C 3.7700 -1.8778 0.5341  C3 1.424, C6 1.398, H15 1.032
5 C 2.0945 -3.0224 -0.9315  C3 1.420, C7 1.385, H16 1.014
6 C 2.8834 -0.8438 0.8485  C4 1.398, C8 1.376, H17 1.054
7 C 1.1974 -2.0980 -0.4220  C5 1.385, C8 1.392, H18 1.066
8 C 1.5975 -1.0547 0.4078  C6 1.376, C7 1.392, Si13 1.833
9 C -1.5408 2.2172 -2.9848  C1 1.474, H19 1.076, H20 1.107, H21 1.057
10 C -2.5139 0.7851 2.4449  C11 1.530, H22 1.155, H23 1.186, H24 1.117
11 C -2.2861 0.2273 1.0385  C10 1.530, O12 1.277, H26 1.113
12 O -1.1301 -0.1737 0.6717  C11 1.277, Si13 1.574
13 Si 0.3597 0.1121 1.0918  C8 1.833, O12 1.574, H27 1.576
14 H 4.2197 -3.3431 -0.8106  C3 1.012
15 H 4.7727 -1.9560 0.7634  C4 1.032
16 H 1.9594 -3.7586 -1.6152  C5 1.014
17 H 3.0137 0.0316 1.4212  C6 1.054
18 H 0.2118 -2.1601 -0.8229  C7 1.066
19 H -2.0279 2.2988 -3.9406  C9 1.076
20 H -0.4709 2.4840 -3.0839  C9 1.107
21 H -1.6095 1.2283 -2.6177  C9 1.057
22 H -3.2066 1.7008 2.3174  C10 1.155
23 H -3.1315 0.0659 3.1574  C10 1.186
24 H -1.5091 1.0234 2.8703  C10 1.117
25 H -2.7908 3.9020 0.0523  C2 1.114
26 H -3.1049 0.3853 0.3017  C11 1.113
27 H 0.5257 -0.0344 2.6525  Si13 1.576